Entry 1:
Computed, not measured: an isolated molecule of C4H5ClN2, with ωB97M-V/def2-TZVPD.

```
12
Properties=species:S:1:pos:R:3:forces:R:3:mulliken_charge:R:1
C -0.42068 1.08007 -0.45005 -1.38 0.63 0.66 0.02
C 0.78007 0.55758 0.27222 -0.11 -0.21 2.61 -0.16
C -0.54952 -1.46373 0.11391 2.30 1.89 -0.60 -0.24
C -0.67946 0.00054 0.59804 1.70 -1.47 -0.33 -0.40
H -0.62816 1.02415 -1.56110 0.59 -0.42 1.55 0.32
H 1.35652 1.05084 1.27661 -1.53 -0.95 -3.52 0.27
H 1.74840 -0.63129 -1.30599 0.75 1.36 0.32 0.33
H -1.39631 -2.09127 0.01012 -0.24 -0.98 0.28 0.44
H -1.08620 0.19388 1.62897 0.12 0.17 -1.63 0.33
N 1.38539 -0.59079 -0.35904 2.01 0.29 -0.13 -0.14
N 0.63545 -1.70712 -0.40613 -4.53 -0.73 1.10 -0.54
Cl -1.14550 2.57712 0.18244 0.34 0.42 -0.32 -0.22
```
Positions in Å, forces in eV/Å.

## Properties
Energy: -725.00011 Ha
Multiplicity: 1
SMILES: Cl[C@@H]1[C@H]2C=NN[C@@H]12
Energy above the lowest of the compared OMol25 structures with the same formula, charge and spin: 3.6871 eV

Entry 2:
Computed, not measured: a structure of composition C35H29BrCoN4O4, with ωB97M-V/def2-TZVPD.

```
74
Properties=species:S:1:pos:R:3:forces:R:3:mulliken_spin:R:1
Co 0.43022 -0.35189 0.58908 -0.16 -0.59 0.34 2.74
O 0.04913 -1.29442 2.43241 0.05 -0.07 0.02 0.04
C -0.92012 -2.02872 2.77207 -0.05 0.08 0.00 0.01
C -0.76610 -3.00479 3.81424 -0.01 -0.02 0.03 0.01
C -1.79544 -3.80878 4.22586 -0.03 0.03 -0.05 0.00
C -3.07209 -3.72124 3.64044 0.01 -0.03 0.03 0.00
C -3.25784 -2.79582 2.63770 0.00 0.00 -0.01 0.00
C -2.23611 -1.94723 2.19340 0.03 0.02 -0.03 -0.01
C -2.56200 -1.01153 1.13787 -0.04 -0.01 0.06 0.00
N -1.79931 -0.12176 0.64091 0.07 -0.12 -0.10 0.03
C -2.29200 0.66696 -0.47261 0.00 0.08 0.04 0.01
C -1.25395 0.67846 -1.62012 0.05 0.01 0.08 0.01
N -0.30349 -0.39903 -1.40861 0.07 0.34 -0.08 0.02
C 0.11244 -1.07994 -2.39869 -0.08 -0.15 0.01 0.00
C 0.95158 -2.25474 -2.30694 -0.02 -0.01 0.06 -0.01
C 1.43493 -2.81856 -3.49136 0.01 0.03 0.00 0.00
C 2.16303 -3.98873 -3.50597 0.01 -0.03 -0.01 0.00
C 2.39244 -4.63685 -2.28214 -0.02 0.03 -0.01 0.00
C 1.91732 -4.12416 -1.10043 0.03 -0.01 -0.01 0.00
C 1.18995 -2.89055 -1.03904 -0.02 0.05 -0.02 0.01
O 0.79522 -2.42729 0.07691 0.13 -0.01 -0.12 0.03
H 0.21839 -3.08193 4.26009 0.00 0.01 -0.01 0.00
H -1.62011 -4.53314 5.01601 0.00 0.00 0.00 0.00
H -3.88014 -4.36531 3.96395 0.00 0.00 0.00 0.00
H -4.23243 -2.70674 2.16308 0.00 0.00 0.00 0.00
H -3.58464 -1.11225 0.73823 -0.01 0.00 0.01 0.01
H -3.26447 0.28743 -0.81812 0.01 -0.03 -0.01 0.00
H -2.43600 1.69689 -0.13326 -0.03 -0.01 0.01 0.00
H -1.76081 0.57528 -2.58711 0.02 0.03 -0.02 0.00
H -0.69371 1.61606 -1.61239 0.00 0.00 0.00 -0.01
H -0.22874 -0.81257 -3.40803 0.00 -0.02 -0.01 0.00
H 1.23820 -2.29251 -4.42178 0.00 0.00 0.00 0.00
H 2.55134 -4.39227 -4.43253 0.00 0.00 0.00 0.00
H 2.95695 -5.56493 -2.26733 0.00 0.00 0.00 0.00
H 2.09418 -4.62977 -0.15784 0.00 0.01 0.00 0.00
C 3.62844 -0.77894 -0.27941 0.05 -0.05 0.08 0.01
N 2.60893 0.00175 0.38355 -0.06 0.08 0.02 0.03
C 2.95263 1.03956 1.05151 -0.06 0.10 -0.08 0.00
C 1.96421 1.82519 1.73562 0.01 -0.09 -0.02 0.01
C 2.06735 2.91817 2.59701 0.05 0.02 0.03 0.01
C 0.76375 3.16830 3.05246 -0.02 -0.05 -0.02 0.00
C -0.05212 2.20807 2.43866 0.05 0.08 -0.02 0.01
N 0.66978 1.40951 1.64268 -0.04 0.17 -0.10 0.02
C 3.76060 -0.50536 -1.76319 -0.05 -0.02 0.01 -0.01
C 4.58564 -1.33011 -2.52634 -0.08 -0.04 -0.01 0.00
C 4.72809 -1.12035 -3.88774 0.00 0.02 -0.01 0.00
C 4.05130 -0.07135 -4.50348 0.02 -0.01 0.03 0.00
C 3.24288 0.76078 -3.74347 0.00 0.00 -0.03 0.00
C 3.09238 0.54342 -2.37843 0.09 0.09 0.02 0.01
H 3.37477 -1.83193 -0.13728 0.05 -0.01 -0.02 0.00
H 4.61150 -0.61728 0.18852 -0.02 0.05 0.04 0.00
H 4.00502 1.33588 1.11806 0.00 0.00 0.02 0.01
H 2.97035 3.45377 2.85251 0.00 0.00 0.00 0.00
H 0.44662 3.94681 3.73085 0.00 0.00 0.01 0.00
H -1.11794 2.05703 2.54422 0.00 0.01 0.00 0.00
H 5.09353 -2.16339 -2.05002 -0.01 -0.01 -0.01 0.00
H 5.35839 -1.78162 -4.47227 0.00 0.00 0.00 0.00
H 4.16471 0.09710 -5.56878 0.00 0.00 0.00 0.00
H 2.72824 1.60508 -4.18632 0.00 0.02 0.02 0.00
H 2.45363 1.22044 -1.82136 -0.03 -0.04 -0.01 -0.01
Br 1.43030 6.93901 -3.47287 0.02 -0.02 -0.02 0.00
C 0.72526 6.40342 -1.77952 -0.08 -0.01 0.01 0.00
C 0.10349 7.41392 -1.05469 -0.02 0.00 0.03 0.00
C -0.46567 7.12912 0.17676 0.02 0.04 -0.05 0.00
C -0.42024 5.83211 0.66839 0.02 -0.04 0.01 0.00
C 0.18501 4.83605 -0.07925 0.08 0.05 0.08 0.00
C 0.78006 5.09455 -1.31667 0.06 -0.03 0.05 0.00
C 1.46761 3.89065 -2.00744 -0.07 0.01 -0.01 0.00
O 2.39732 4.14117 -2.78936 0.00 0.00 -0.02 0.00
O 1.00073 2.78252 -1.65696 0.07 0.07 -0.19 0.00
H 0.07211 8.41616 -1.46151 -0.01 0.00 0.00 0.00
H -0.93745 7.92256 0.74554 -0.01 0.00 0.00 0.00
H -0.84357 5.59264 1.63640 0.01 -0.02 -0.01 0.00
H 0.24515 3.81790 0.28687 -0.05 0.03 -0.01 0.00
```
Positions in Å, forces in eV/Å.

## Properties
Net charge: -2
Energy: -5828.04828 Ha
<S²>: 3.757
Multiplicity: 4

Entry 3:
Computed, not measured: a structure of composition C9H11N4O5Pt, with ωB97M-V/def2-TZVPD.

```
30
Properties=species:S:1:pos:R:3:forces:R:3:mulliken_charge:R:1
Pt -0.16794 -0.11314 0.06645 0.02 -0.54 0.56 0.64
N 1.89264 -0.26810 -0.14228 -0.22 0.27 -0.18 -0.61
C 2.37302 -0.81236 1.15243 -0.02 -0.03 0.00 -0.51
C 1.68434 -0.00563 2.25520 0.05 0.07 -0.03 0.69
O 2.28953 0.26191 3.29624 -0.01 -0.10 -0.02 -0.77
N 0.45651 0.34731 1.88694 -0.10 0.31 -0.04 -0.21
C -0.27047 1.39288 2.60666 -0.01 -0.16 0.13 -0.63
C -0.51682 2.69210 1.78530 0.12 -0.01 -0.32 0.55
O -0.75803 3.70565 2.45875 -0.09 0.00 0.17 -0.77
O -0.47682 2.59378 0.52686 0.06 -0.15 0.12 -0.70
H 2.18691 -0.82601 -0.93409 -0.01 -0.03 0.01 0.29
H 2.25414 0.67453 -0.26818 -0.02 0.01 -0.01 0.35
H 3.45480 -0.73562 1.26114 -0.01 0.03 0.00 0.35
H 2.06399 -1.85569 1.20352 0.05 -0.01 0.02 0.22
H 0.27667 1.63726 3.51463 0.03 0.03 -0.03 0.42
H -1.24779 0.99924 2.89316 0.01 0.07 0.01 0.16
C -5.69262 0.26873 1.16590 -0.01 0.00 0.01 -0.95
N -4.54501 -0.02398 0.32428 0.00 -0.01 -0.05 0.11
C -4.66507 -0.14337 -1.02166 0.00 -0.01 0.02 0.29
C -3.60553 -0.36554 -1.82333 -0.02 -0.04 -0.01 -1.14
C -2.33030 -0.42573 -1.17652 0.00 0.08 -0.02 0.94
O -1.21338 -0.52066 -1.76610 0.06 -0.12 -0.09 -0.75
N -2.22700 -0.33277 0.16518 0.10 0.44 -0.41 -0.33
C -3.29359 -0.10799 0.97902 0.01 -0.07 0.27 0.42
O -3.25855 -0.01145 2.18858 -0.01 -0.01 -0.11 -0.64
H -6.59881 0.14777 0.57510 0.00 0.01 0.00 0.30
H -5.63650 1.28682 1.55083 0.01 -0.01 0.01 0.30
H -5.70945 -0.41074 2.01462 0.00 0.00 0.00 0.30
H -5.67127 -0.04430 -1.40818 0.00 0.00 -0.01 0.28
H -3.69199 -0.44310 -2.89435 0.01 0.00 0.00 0.39
```
Positions in Å, forces in eV/Å.

## Properties
Net charge: -1
Energy: -1064.23350 Ha
Multiplicity: 1

Entry 4:
Computed, not measured: a structure of composition C29H50GaN9S2, with ωB97M-V/def2-TZVPD.

```
91
Properties=species:S:1:pos:R:3:forces:R:3:mulliken_charge:R:1
Ga -0.08140 -0.36369 -0.00534 0.00 0.02 -0.09 -0.28
C -0.21443 -2.82591 -1.61838 0.00 -0.01 0.00 0.10
N -0.66971 -3.57159 -2.76088 0.00 -0.01 0.00 0.13
C -2.13500 -3.63917 -2.73911 0.00 0.00 0.01 -0.70
N -2.72099 -2.29769 -2.77392 0.01 0.00 0.01 0.08
C -2.27086 -1.54998 -1.63150 -0.03 -0.03 -0.04 -0.62
N -0.76082 -1.41799 -1.61187 -0.07 0.01 -0.09 0.43
C -0.35149 -0.76734 -2.91564 0.03 -0.01 -0.03 -0.41
N -0.81723 -1.52498 -4.04616 -0.02 0.00 0.02 0.13
C -0.25290 -2.87483 -3.98492 0.01 0.00 -0.01 -0.68
C -2.27897 -1.62118 -3.99798 0.00 0.00 0.00 -0.73
H 0.87157 -2.74418 -1.62360 0.02 0.01 0.00 -0.44
H -0.55276 -3.30437 -0.69594 0.01 -0.01 -0.01 0.37
H -2.46123 -4.15401 -1.83382 0.00 0.00 0.00 0.33
H -2.48005 -4.20295 -3.60451 0.00 0.00 0.00 0.37
H -2.56771 -2.05869 -0.71234 -0.01 0.01 -0.02 0.20
H -2.70037 -0.54804 -1.65703 0.02 0.00 0.00 0.46
H 0.73663 -0.70497 -2.92316 0.00 0.00 0.01 0.24
H -0.76987 0.23995 -2.92628 -0.01 0.02 0.00 0.11
H 0.83642 -2.81071 -4.01080 0.00 0.00 0.00 0.33
H -0.59102 -3.44380 -4.84965 0.00 0.00 0.00 0.34
H -2.63019 -2.18311 -4.86211 0.00 0.00 0.00 0.34
H -2.70956 -0.61948 -4.03294 0.00 0.00 0.00 0.35
C 4.20817 -3.26913 1.96299 -0.01 0.01 0.00 -0.79
N 2.72057 -3.34088 2.02560 0.01 0.01 0.02 0.07
C 2.16058 -4.11079 0.87866 0.01 -0.01 -0.01 -0.71
C 2.10318 -1.96167 2.12604 -0.02 -0.03 0.04 -0.22
C 0.63506 -2.05479 2.44456 0.04 0.01 -0.06 1.00
C 0.26843 -2.69325 3.62996 0.02 0.01 0.03 -0.86
C -1.06284 -2.86005 3.96953 -0.01 0.01 -0.02 -0.99
C -2.04278 -2.35790 3.12484 0.02 -0.02 0.02 -1.16
C -1.67478 -1.68227 1.97175 0.02 0.00 -0.01 0.34
C -0.33476 -1.52230 1.58933 -0.08 0.06 0.08 0.77
H 4.61073 -4.27696 1.90493 0.00 0.00 0.00 0.37
H 4.57660 -2.76877 2.85467 0.00 0.00 0.00 0.36
H 4.48299 -2.70260 1.07691 0.01 0.02 -0.04 0.33
H 2.46435 -3.83999 2.87904 0.00 0.00 0.00 0.43
H 2.39322 -3.56196 -0.03065 0.00 0.02 0.00 0.12
H 1.08469 -4.19123 1.00490 0.00 0.00 0.00 0.32
H 2.61425 -5.09824 0.85991 0.00 0.00 0.01 0.49
H 2.29269 -1.48004 1.16818 0.03 0.04 -0.01 -0.87
H 2.65723 -1.44181 2.90868 0.01 0.00 -0.01 0.59
H 1.02928 -3.04330 4.32375 0.00 -0.01 -0.01 0.48
H -1.33224 -3.35826 4.89082 0.00 0.00 0.00 0.44
H -3.08897 -2.47157 3.37635 0.00 0.01 0.00 0.52
H -2.46500 -1.24393 1.37020 0.02 -0.01 0.03 0.55
C 6.23818 0.91974 -2.43767 0.00 0.00 0.00 -1.27
C 5.05305 0.09788 -2.05651 0.00 -0.03 -0.02 0.68
C 4.99852 -1.28382 -2.26089 0.01 0.04 0.01 -1.12
C 3.85309 -1.92923 -1.86126 -0.01 -0.06 0.02 -0.38
N 2.81153 -1.29818 -1.29851 -0.03 -0.01 0.04 0.26
C 2.94831 0.02546 -1.18236 0.03 -0.05 -0.05 0.52
S 1.61254 1.00754 -0.58239 0.02 -0.02 0.17 -0.42
N 4.01364 0.73842 -1.52175 0.01 0.01 0.02 -0.61
H 7.09461 0.30203 -2.69691 0.00 0.00 0.00 0.37
H 6.49955 1.59181 -1.62167 0.00 0.00 0.00 0.35
H 5.98180 1.54190 -3.29696 0.00 0.00 0.00 0.30
H 5.81873 -1.82114 -2.71404 0.00 0.00 -0.01 0.39
H 3.75032 -3.00232 -2.00032 -0.01 0.01 0.02 0.52
C -3.02885 5.62014 -0.11087 0.00 0.00 0.00 -0.91
C -2.64257 5.69972 -1.58558 0.00 0.00 0.00 -0.45
C -1.21542 5.26428 -1.91709 0.00 0.00 0.00 -1.03
C -0.88834 3.81504 -1.57825 -0.01 0.02 0.01 -0.59
N -0.62976 3.66763 -0.13867 0.00 -0.01 -0.01 0.07
C -0.88108 2.63001 0.63665 0.01 0.01 0.01 0.15
S -1.78026 1.26999 0.00115 -0.03 0.00 0.01 -0.40
N -0.47629 2.66356 1.90134 -0.02 0.01 0.00 -0.06
C -0.86845 1.77483 2.99947 0.00 0.00 -0.01 -0.11
C -1.45868 2.57530 4.15425 0.00 0.00 -0.01 -1.07
C -2.72725 3.34637 3.79293 0.00 0.00 0.01 -0.20
C -3.87102 2.45506 3.32135 0.00 0.00 0.00 -0.98
H -4.00357 6.07825 0.05247 0.00 0.00 0.00 0.46
H -2.31165 6.15473 0.51895 0.00 0.00 0.00 0.26
H -3.09657 4.58934 0.24455 0.00 0.00 0.00 0.09
H -2.76534 6.72786 -1.92974 0.00 0.00 0.00 0.35
H -3.33979 5.09924 -2.17673 0.00 0.00 0.00 0.31
H -0.49082 5.92471 -1.42548 0.00 0.00 0.00 0.39
H -1.04544 5.38976 -2.98759 0.00 0.00 0.00 0.36
H -0.00085 3.47612 -2.11654 0.01 0.00 0.00 0.25
H -1.71849 3.16403 -1.84348 0.00 0.00 0.00 0.53
H -0.19788 4.47344 0.29527 0.00 0.00 -0.01 0.30
H 0.05319 3.47885 2.18364 0.00 0.00 0.00 0.31
H 0.01120 1.21537 3.32472 0.00 0.00 0.01 0.13
H -1.59005 1.06307 2.60817 0.00 0.00 -0.01 0.06
H -0.69942 3.26048 4.54430 0.00 0.00 0.00 0.42
H -1.67254 1.87007 4.96159 0.00 0.00 0.00 0.40
H -2.50439 4.09792 3.02834 0.00 0.00 0.00 0.10
H -3.04362 3.90718 4.67348 0.00 0.00 0.00 0.41
H -3.64442 1.95659 2.37587 0.01 0.00 -0.01 0.09
H -4.77856 3.03765 3.16821 0.00 0.00 0.00 0.39
H -4.09557 1.68371 4.06152 0.00 0.00 0.00 0.33
```
Positions in Å, forces in eV/Å.

## Properties
Net charge: +2
Energy: -4348.61258 Ha
Multiplicity: 1
Energy above the lowest of the compared OMol25 structures with the same formula, charge and spin: 0.0000 eV

Question: multiplicity of number 2 (C35H29BrCoN4O4)?
Answer: 4

Question: Look up the energy of the second one.
Answer: -5828.04828 Ha

Question: The highest multiplicity belongs to which entry?
Answer: C35H29BrCoN4O4